The following is a quantum chemistry calculation of a molecular structure, C18H22BrN8O13SV in a non-equilibrium geometry, from OMol25.

Element x y z (Å)
V1 -2.44487 0.39393 0.27785
C1 -3.51595 4.78178 0.14093
C2 -3.35087 3.31666 0.30389
N1 -2.36470 2.60945 -0.11832
O1 -1.37677 3.30387 -0.78017
C3 -4.39905 2.47269 0.95197
C4 -5.67221 2.95005 1.55150
N2 -4.00814 1.26942 0.86269
O2 -4.25772 0.05556 1.13771
H1 -2.60106 5.24730 -0.20846
H2 -3.81920 5.23143 1.08682
H3 -4.31105 4.97570 -0.58340
H4 -0.96672 2.63859 -1.35787
H5 -5.46719 3.57185 2.42445
H6 -6.28425 2.10489 1.85675
H7 -6.22776 3.55156 0.83146
Br1 -2.91689 0.17466 -1.99603
O3 1.05263 -3.39984 5.64292
N3 0.69343 -4.05991 4.69509
O4 0.82130 -5.25524 4.56814
C5 -0.07215 -3.36278 3.64924
C6 -0.56004 -4.08692 2.56248
C7 -1.22903 -3.42509 1.57371
C8 -1.49108 -2.01929 1.59565
O5 -2.14974 -1.47917 0.63833
C9 -1.02938 -1.36289 2.77667
C10 -0.31422 -2.02803 3.77827
N4 -1.34203 0.00329 3.06968
O6 -1.07862 0.46189 4.14102
O7 -1.90005 0.74808 2.21174
N5 -1.72909 -4.25233 0.45848
O8 -1.59354 -3.83237 -0.66884
O9 -2.21661 -5.31446 0.76076
H8 -0.41380 -5.15690 2.50407
H9 0.03444 -1.49686 4.65151
C11 3.99651 0.04796 -5.44141
C12 5.01014 -0.52647 -4.46671
S1 4.27462 -1.21423 -3.00549
O10 5.30828 -1.75637 -2.16785
O11 3.14962 -2.03966 -3.37720
C13 3.56862 0.17811 -2.11455
C14 3.04403 -0.39408 -0.79656
N6 1.81227 0.26656 -0.34171
C15 0.56118 -0.15393 -0.60945
N7 -0.32776 0.59065 0.07604
C16 0.38786 1.52360 0.78494
C17 1.69931 1.32403 0.53575
N8 2.79333 2.12999 1.01052
O12 2.51331 2.94932 1.85356
O13 3.84520 2.05078 0.40890
C18 0.24207 -1.23863 -1.56488
H10 4.50637 0.36452 -6.34990
H11 3.48870 0.92116 -5.03023
H12 3.25262 -0.70114 -5.70522
H13 5.74731 0.19969 -4.12120
H14 5.55281 -1.37609 -4.88676
H15 2.76158 0.57719 -2.72901
H16 4.32830 0.93962 -1.95041
H17 3.78746 -0.30044 -0.01449
H18 2.80684 -1.44955 -0.90543
H19 -0.06257 2.27238 1.41080
H20 -0.03845 -0.79896 -2.52523
H21 -0.60084 -1.82706 -1.21846
H22 1.09329 -1.88956 -1.74905

Its net charge is +1. As for the LUMO energy (alpha / beta): -5.45 / -5.03 eV. The value obtained for the total energy is -6030.886427 a.u. The value obtained for the strongest force on any atom is 0.0239 Eh/bohr. The gap between HOMO and LUMO (alpha / beta) comes out at 7.19 / 7.63 eV. As for the spin multiplicity: 2. The calculation puts the energy above the lowest of the compared OMol25 structures with the same formula, charge and spin at 10.8 kcal per mole.

Taken from the Mulliken analysis, the atomic charges in e are: 0.1472 -1.5887 0.5549 0.6920 -0.5317 0.5279 -1.6153 0.7949 -0.6352 0.4218 0.3897 0.3378 0.3713 0.3565 0.3629 0.3712 -0.3234 -0.6013 1.0521 -0.6009 -0.7692 -0.5096 -0.4569 1.3747 -0.6538 0.5072 -0.4860 0.9639 -0.6220 -0.3412 0.9223 -0.5364 -0.5652 0.6349 0.6970 -1.0989 -0.5037 1.2493 -0.6700 -0.6234 -0.5274 -1.7897 0.4064 0.2803 1.0944 -0.8884 -0.3161 0.9954 -0.6030 -0.5648 -1.4292 0.3786 0.2850 0.3137 0.3885 0.4063 0.4257 0.5002 0.3785 0.7952 0.5367 0.2448 0.3057 0.3865

The following is a quantum chemistry calculation of 2 unconnected molecules or ions with the total composition C23H24N4O2 in a non-equilibrium geometry, from OMol25.

Element x y z (Å)
O1 -2.65136 -3.36314 2.15335
C1 -1.98325 -2.62332 2.87610
O2 -1.00068 -2.92457 3.55280
C2 -2.40224 -1.16037 2.91498
C3 -2.54926 -0.61193 4.35139
C4 -1.54771 0.49466 4.45333
C5 -0.84640 0.61995 3.24871
C6 0.24930 1.47501 3.18015
C7 0.58994 2.22767 4.28071
C8 -0.13254 2.12022 5.45771
C9 -1.19739 1.24388 5.55371
N1 -1.34490 -0.32215 2.30306
C10 -0.70544 -0.72085 1.14898
C11 0.24685 0.07956 0.53140
C12 1.41292 -0.39795 -0.03403
C13 2.50824 0.40201 -0.45917
C14 3.73467 -0.21485 -0.76158
C15 4.82137 0.52996 -1.15222
C16 4.72067 1.90572 -1.26222
C17 3.52614 2.53795 -0.95711
C18 2.43508 1.80398 -0.55636
H1 -3.32258 -1.03979 2.32852
H2 -3.55521 -0.23808 4.56727
H3 -2.31118 -1.39643 5.07757
H4 0.86903 1.50993 2.30582
H5 1.43841 2.89117 4.22984
H6 0.15521 2.70247 6.31473
H7 -1.73130 1.10709 6.47754
H8 -0.80978 -1.75829 0.86583
H9 0.10894 1.14559 0.60431
H10 1.56048 -1.46250 -0.05254
H11 3.81711 -1.28402 -0.66377
H12 5.75611 0.03955 -1.36932
H13 5.57658 2.48314 -1.57623
H14 3.45432 3.61088 -1.03786
H15 1.50897 2.30379 -0.33542
C19 -0.12470 1.04283 -3.29166
C20 -1.28007 0.88646 -4.31267
N2 -1.70786 -0.48761 -4.03464
C21 -2.28635 -1.53351 -4.90368
C22 -1.76124 -2.85551 -4.29795
N3 -0.83097 -2.45195 -3.23277
C23 -0.76613 -1.05612 -3.15229
N4 0.14517 -0.22409 -2.74118
H16 0.79238 1.43368 -3.75133
H17 -0.38996 1.72788 -2.47475
H18 -2.11232 1.57896 -4.14372
H19 -0.94493 0.95845 -5.35276
H20 -3.37669 -1.45893 -4.87361
H21 -1.95199 -1.36540 -5.93186
H22 -2.56808 -3.43792 -3.84059
H23 -1.26900 -3.48678 -5.04713
H24 0.03365 -2.98638 -3.17740

Its net charge is 0. As for the LUMO energy: -1.65 eV. The value obtained for the total energy is -1260.261154 a.u. The value obtained for the strongest force on any atom is 0.0753 Eh/bohr. The gap between HOMO and LUMO comes out at 6.02 eV. The calculation puts the energy above the lowest of the compared OMol25 structures with the same formula, charge and spin at 106.7 kcal per mole.

Taken from the Mulliken analysis, the atomic charges in e are: -0.7332 0.2286 -0.7092 0.2021 -0.8877 0.8956 0.3361 -0.6972 -0.9783 -0.3524 -0.8124 0.1691 -0.9227 -0.3291 -0.3900 0.7492 -0.5627 -0.5656 -0.3995 -0.8775 -0.0913 0.2403 0.3393 0.3598 0.6114 0.4247 0.3834 0.4462 0.5393 0.9731 0.4116 0.3861 0.3997 0.3982 0.4083 0.3492 -0.4346 -0.4785 0.0313 -0.4810 -0.4766 -0.2630 0.0758 -0.3010 0.3088 0.1750 0.2852 0.2377 0.2926 0.2583 0.2606 0.2978 0.2690

The following is a quantum chemistry calculation of a single CH3IS molecule in a non-equilibrium geometry, from OMol25.

Element x y z (Å)
C1 0.06493 -0.33423 0.34174
S1 0.09276 0.11042 -1.45144
I1 1.92783 -0.76641 1.20361
H1 -0.50113 0.62557 0.81387
H2 -0.67903 -1.06166 0.57303
H3 0.39174 1.33578 -1.08649

Its net charge is 0. As for the LUMO energy: 0.25 eV. Its structure (SMILES) is SCI. The value obtained for the total energy is -735.749738 a.u. The value obtained for the strongest force on any atom is 0.0773 Eh/bohr. The gap between HOMO and LUMO comes out at 9.51 eV. The calculation puts the energy above the lowest of the compared OMol25 structures with the same formula, charge and spin at 3.4 kcal per mole.

Taken from the Mulliken analysis, the atomic charges in e are: -0.7573 -0.1312 0.1021 0.2946 0.3535 0.1382

The following is a quantum chemistry calculation of a molecular structure, C15H22Br21FO2 in a non-equilibrium geometry, from OMol25.

Element x y z (Å)
C1 0.85229 1.65996 2.99845
C2 1.94676 1.72232 1.88615
C3 1.77820 2.96759 0.92155
C4 1.83306 2.44171 -0.52242
O1 0.95743 2.74370 -1.28938
O2 2.82067 1.57865 -0.99033
C5 4.14379 2.05553 -0.61914
C6 5.20181 0.89185 -0.69228
F1 4.50929 -0.27779 -0.34538
C7 6.29683 1.04025 0.36382
C8 7.08345 2.39052 0.30209
H1 0.19972 2.54578 2.98407
H2 0.22303 0.78379 2.78427
H3 1.35405 1.53101 3.96998
H4 2.96412 1.74672 2.31395
H5 1.89614 0.80331 1.27651
H6 2.63238 3.64784 1.06436
H7 0.82695 3.48446 1.09497
H8 4.47242 2.85753 -1.30527
H9 4.20378 2.45179 0.40630
H10 5.58732 0.80766 -1.72182
H11 7.03285 0.23935 0.15718
H12 5.93364 0.82220 1.38295
H13 6.81342 3.00242 1.17196
H14 8.15305 2.14459 0.41461
H15 6.99383 2.91886 -0.66010
C9 -2.50790 -1.26110 2.44515
Br1 -1.13792 -1.77116 3.70413
Br2 -3.97965 -0.36450 3.31636
Br3 -1.79637 -0.21484 0.99007
H16 -2.90061 -2.17405 2.01740
C10 9.31482 3.82485 3.63400
Br4 8.48903 2.07986 3.67098
Br5 11.04375 3.77624 2.78162
Br6 8.16134 5.15155 2.83745
H17 9.47482 4.12138 4.66199
C11 -7.60957 -1.57578 3.18574
Br7 -8.73464 -0.05415 3.56387
Br8 -7.50002 -2.77723 4.69105
Br9 -8.15556 -2.48807 1.57626
H18 -6.61161 -1.19656 3.01160
C12 2.23780 -1.08918 -4.02891
Br10 2.77305 -0.17196 -2.40241
Br11 1.48826 -2.83892 -3.66845
Br12 1.03856 -0.00785 -5.08719
H19 3.12892 -1.24541 -4.62397
C13 -10.22694 -6.43359 2.87706
Br13 -8.38110 -6.76180 3.33733
Br14 -11.02044 -5.07629 3.99666
Br15 -10.43345 -6.02331 1.00379
H20 -10.76708 -7.35226 3.06240
C14 -0.56689 0.57249 -8.88829
Br16 -1.27054 -0.99310 -8.00975
Br17 -1.12699 2.19551 -8.00763
Br18 1.35161 0.48696 -9.07760
H21 -0.98311 0.59168 -9.88644
C15 -9.96179 -4.09053 -2.78523
Br19 -8.11435 -4.41816 -2.32305
Br20 -10.75594 -2.73321 -1.66319
Br21 -10.16780 -3.67919 -4.65839
H22 -10.50195 -5.00990 -2.60144

Its net charge is 0. As for the LUMO energy: -0.36 eV. The value obtained for the total energy is -54889.241597 a.u. The value obtained for the strongest force on any atom is 0.0920 Eh/bohr. The gap between HOMO and LUMO comes out at 8.81 eV. The calculation puts the energy above the lowest of the compared OMol25 structures with the same formula, charge and spin at 0.0 kcal per mole.

Taken from the Mulliken analysis, the atomic charges in e are: -0.7626 0.0717 -0.8293 0.3595 -0.5695 -0.1638 -0.2833 0.0234 -0.3337 -0.6711 -0.9230 0.2995 -0.1489 0.3500 0.1900 0.2564 0.3148 0.4325 0.3187 0.2689 0.2438 0.3835 0.3207 0.1078 0.3407 0.3594 -0.3663 -0.0173 -0.0153 0.0406 0.3590 -0.3143 -0.0121 -0.0024 -0.0216 0.3440 0.2204 -0.0199 0.0012 0.0690 -0.2419 -0.4849 0.2719 -0.0779 0.0124 0.3586 -0.3334 -0.0089 -0.0080 0.0245 0.3258 -0.3564 -0.0045 -0.0090 -0.0054 0.3461 -0.2670 -0.0194 -0.0192 -0.0459 0.3214